Entry 1:
A molecular structure, C14H5CoF6N6O11S2Se at a distorted geometry. Source: OMol25; level of theory: ωB97M-V/def2-TZVPD.

For the HOMO energy (spin up / spin down), the calculation gives -9.60 / -9.47 eV. As for the multiplicity: 5. The calculation puts the gap between HOMO and LUMO (spin up / spin down) at 6.3186 / 6.0432 eV. The energy above the lowest of the compared OMol25 structures with the same formula, charge and spin is 172.7 kJ/mol. The lowest unoccupied orbital energy (spin up / spin down) comes out at -3.278 / -3.429 eV.

XYZ file:
```
46
Properties=species:S:1:pos:R:3:forces:R:3
Co -0.16930 -0.25160 -0.22760 0.566 2.096 0.735
F 3.92780 -2.32640 0.13730 0.058 0.206 -0.204
C 3.48580 -1.85810 1.30070 -0.228 0.164 0.087
F 4.45180 -1.96630 2.19660 -0.010 0.387 0.008
F 2.47040 -2.63940 1.68700 -0.203 -0.140 0.090
S 2.79210 -0.12000 1.07290 0.169 -1.486 0.146
O 1.72290 -0.46270 0.12340 1.592 0.047 0.073
O 3.84020 0.68870 0.58870 0.309 0.354 -0.003
N 2.27870 0.19320 2.51140 0.016 0.320 -0.254
S 0.80070 0.56720 2.87660 -0.553 -0.487 0.608
O 0.60850 1.88670 3.35520 0.218 0.197 0.242
O -0.18850 0.09410 1.91480 -0.216 -0.281 -0.164
C 0.48550 -0.63600 4.29450 0.075 0.059 -0.107
F -0.80030 -0.62630 4.63050 -0.029 0.295 -0.155
F 1.20900 -0.40280 5.37670 0.117 0.298 -0.195
F 0.77630 -1.86150 3.85190 0.091 -0.248 -0.141
O -3.97760 0.64170 -0.74100 -0.356 -0.033 0.075
C -2.79720 0.80050 -0.54210 -0.301 0.372 -0.177
O -1.92850 -0.16410 -0.60150 -1.796 -0.064 -0.520
C -2.26160 2.18540 -0.27590 0.662 -0.263 -0.088
C -3.16340 3.21920 -0.12510 -0.023 0.382 0.194
C -2.70730 4.51690 0.08210 0.696 -0.946 -0.178
C -1.34710 4.79870 0.09670 -0.094 0.152 0.048
C -0.43500 3.77120 -0.05360 -0.865 -0.690 -0.075
C -0.85760 2.42250 -0.24940 -1.184 1.482 0.053
O -0.01100 1.47200 -0.43670 0.622 1.082 -0.414
N 0.97720 4.08280 0.01170 -0.042 -0.066 0.026
O 1.76500 3.16510 -0.04750 0.467 0.107 0.079
O 1.26510 5.24940 0.13170 0.417 0.572 0.019
N -3.66260 5.59150 0.30010 0.237 -0.239 -0.129
O -3.21500 6.70760 0.40310 0.051 0.657 0.085
O -4.82860 5.28730 0.36460 -0.563 0.010 0.043
H -4.22380 3.00650 -0.16440 0.067 -0.039 0.008
H -1.00390 5.81930 0.22310 -0.005 -0.201 0.056
Se 0.91690 -2.38410 -3.44270 -0.687 -0.362 2.039
N 0.85430 -3.94830 -2.60670 0.378 -0.657 -0.655
C 0.39820 -3.82000 -1.37330 -0.017 1.679 -0.863
C 0.21270 -4.75720 -0.35320 -0.370 -0.380 1.393
C -0.28150 -4.32170 0.87500 0.560 -1.653 -1.318
C -0.58600 -2.99400 1.09980 0.162 2.216 -1.618
N -0.39870 -2.07700 0.13420 -0.707 -3.158 2.710
C 0.05590 -2.46140 -1.05410 0.497 -1.095 -1.531
N 0.24540 -1.54080 -1.99130 0.158 -0.412 -0.314
H 0.46230 -5.79110 -0.52200 0.007 -0.186 0.030
H -0.43830 -5.03110 1.66730 0.005 -0.159 0.132
H -0.98070 -2.63500 2.03600 0.049 0.111 0.127
```
Forces are in eV/Å.

Löwdin population analysis, charges in e, atoms 1 to 4: 0.842, 0.148, -0.654, 0.169

Entry 2:
26 unconnected molecules or ions with the total composition C14H63NO26S at a distorted geometry. Source: OMol25; level of theory: ωB97M-V/def2-TZVPD.

For the HOMO energy, the calculation gives -8.32 eV. The calculation puts the gap between HOMO and LUMO at 8.0635 eV. The lowest unoccupied orbital energy comes out at -0.255 eV.

XYZ file:
```
105
Properties=species:S:1:pos:R:3:forces:R:3
O -1.51634 -0.84550 2.17290 -0.117 0.158 0.370
C -1.84814 0.52670 1.95630 -0.391 -0.058 0.080
C -1.57843 1.02019 0.50715 0.205 0.346 -0.032
N -1.08718 0.04540 -0.45451 -0.039 -0.650 0.372
C -2.02196 -0.94913 -0.82933 -0.289 -0.090 -0.153
C -3.28898 -1.01866 -0.26705 -0.313 0.064 0.251
C -4.22213 -1.97263 -0.65651 0.060 0.100 -0.119
C -3.91203 -2.88835 -1.64758 0.079 0.150 0.172
C -2.63661 -2.84960 -2.20907 -0.677 -0.466 -0.151
C -1.72887 -1.89603 -1.81188 0.966 0.284 0.090
S -0.13363 -1.84468 -2.57294 0.263 -0.036 -0.100
C 0.85545 -1.24522 -1.21885 -0.418 -0.263 -0.332
C 2.19369 -1.63264 -1.10469 -0.337 -0.005 -0.215
C 2.98639 -1.12629 -0.09441 -0.131 0.053 0.032
C 2.40456 -0.24613 0.81271 0.885 -0.182 -0.048
C 1.08680 0.12433 0.70115 -0.598 0.260 0.197
C 0.25887 -0.36811 -0.31509 0.498 0.296 0.162
H -2.34433 -1.33508 2.14698 0.063 -0.173 -0.383
H -2.91222 0.68013 2.15989 0.034 0.046 0.098
H -1.31032 1.12739 2.69079 0.206 -0.030 -0.128
H -0.87151 1.84813 0.53752 0.052 -0.035 -0.079
H -2.50137 1.43673 0.10890 -0.012 -0.030 -0.104
H -3.59422 -0.31955 0.49539 -0.135 -0.013 -0.068
H -5.19305 -1.97267 -0.18009 -0.005 0.076 -0.004
H -4.65662 -3.61276 -1.95518 0.112 -0.052 -0.151
H -2.38291 -3.57658 -2.97340 0.215 0.050 0.055
H 2.63038 -2.30813 -1.83229 -0.168 -0.122 0.018
H 4.03031 -1.40601 -0.03090 0.022 0.133 0.043
H 3.01826 0.16145 1.60593 -0.120 0.005 0.023
H 0.70802 0.81275 1.44458 -0.083 -0.086 0.028
O -5.82021 0.09583 1.26861 0.034 -0.299 -0.153
H -5.97124 0.03221 2.21674 0.045 0.157 0.115
H -6.03258 1.01309 1.07719 0.007 0.076 0.095
O 2.90977 3.17774 0.72173 -0.295 -0.129 0.065
H 2.86168 3.65755 -0.11737 0.312 0.062 0.030
H 2.50340 2.32068 0.53532 0.059 -0.024 -0.071
O 3.52198 -0.77398 -4.23916 0.006 0.023 0.068
H 4.27395 -0.49411 -3.70315 0.092 -0.144 0.012
H 2.83166 -0.94528 -3.58929 -0.047 0.135 -0.028
O -2.04394 -2.02312 5.14291 -0.492 -0.008 -0.008
H -2.03086 -1.60107 4.27351 0.355 0.014 -0.041
H -2.34946 -2.92164 4.96866 0.192 -0.060 -0.028
O 2.62598 1.68482 3.37690 -0.101 0.069 0.005
H 2.09522 2.03903 4.09821 0.049 -0.030 0.056
H 2.72858 2.43179 2.77175 0.161 0.068 -0.008
O 3.94902 4.83734 -1.51315 -0.241 0.224 0.032
H 3.61821 5.34641 -2.26100 0.046 -0.100 -0.101
H 4.83570 5.17944 -1.35659 0.029 -0.073 0.075
O -4.79966 -1.56578 -4.76604 -0.081 0.006 -0.153
H -4.29641 -0.85691 -5.18713 0.146 -0.069 0.049
H -4.15643 -1.98136 -4.18135 -0.030 0.094 0.147
O -5.70284 2.27887 3.14776 -0.145 0.487 -0.079
H -5.83199 2.18933 4.09914 0.181 -0.294 -0.023
H -5.89997 3.20315 2.96341 -0.016 0.004 -0.042
O -1.87052 -1.17736 -5.51067 -0.143 -0.227 0.111
H -1.21534 -1.40282 -4.83832 0.087 0.231 -0.016
H -2.19668 -2.03137 -5.81538 0.032 0.041 -0.151
O 2.69657 -1.94891 -6.98875 -0.057 -0.022 0.049
H 2.10280 -2.70423 -7.01542 0.010 0.005 -0.053
H 2.85443 -1.78831 -6.05062 0.159 0.108 0.035
O 1.48653 5.40297 2.60194 -0.242 0.024 0.101
H 1.79359 4.76446 1.95406 0.174 -0.220 -0.122
H 1.47204 6.22568 2.09680 0.155 0.025 0.002
O -4.91648 -2.62770 6.13024 0.007 0.296 -0.139
H -5.17877 -2.32314 7.00514 0.003 -0.077 0.023
H -4.04237 -2.23897 5.98784 0.122 -0.022 0.112
O -4.86597 0.35842 4.87986 -0.056 -0.271 0.017
H -5.20946 -0.52090 5.08521 -0.032 -0.064 0.123
H -3.92037 0.22094 4.76677 0.031 0.091 0.052
O -7.02854 -0.37818 -6.60401 0.107 0.052 -0.075
H -6.36194 -0.61013 -5.94859 -0.141 -0.074 0.063
H -7.40300 -1.22348 -6.87013 -0.065 0.004 0.063
O 5.12949 1.05754 -6.50423 -0.007 0.032 0.013
H 4.70641 0.66252 -5.73530 -0.109 -0.036 -0.041
H 4.63038 0.70224 -7.24691 0.010 -0.040 0.002
O 4.91152 -0.43018 3.66567 0.031 -0.006 -0.135
H 4.15073 0.12991 3.86400 -0.084 0.157 0.145
H 4.53352 -1.31373 3.58452 0.027 -0.053 0.113
O 3.17363 -3.06670 2.88390 0.046 -0.034 -0.067
H 3.08278 -2.56839 2.06155 -0.081 0.082 0.019
H 2.75910 -3.91493 2.69659 0.042 -0.021 0.017
O -4.10598 -5.67700 0.42560 -0.001 0.023 -0.043
H -3.81289 -6.30705 -0.23970 -0.002 -0.033 0.033
H -4.17283 -4.84151 -0.04951 0.055 0.034 0.046
O 2.47549 7.06189 0.37547 -0.060 0.071 -0.021
H 2.78822 6.40093 -0.25201 0.108 -0.069 0.059
H 2.46085 7.88457 -0.13044 -0.046 -0.033 -0.116
O 2.53718 9.13480 -1.84454 -0.014 0.053 0.028
H 2.04651 9.06174 -2.66922 -0.026 -0.044 0.023
H 2.47048 10.06491 -1.60454 0.050 -0.003 0.013
O -7.62689 -3.13012 -4.52734 0.038 -0.124 -0.014
H -7.71770 -2.82779 -3.61910 -0.044 0.064 -0.026
H -6.74649 -2.83967 -4.78823 0.115 0.121 0.028
O 7.87585 -1.71290 3.19931 -0.035 -0.007 -0.047
H 7.11336 -1.15598 3.39432 -0.048 0.058 0.058
H 7.51171 -2.59929 3.12165 0.022 -0.008 0.012
O 3.39612 -2.26966 5.80635 -0.067 -0.121 0.011
H 2.60069 -2.43411 6.32167 0.017 0.045 0.032
H 3.30031 -2.83767 5.03180 -0.016 0.130 -0.088
O 5.68107 0.71343 1.20890 0.017 0.194 0.050
H 5.56405 0.63056 2.17131 -0.013 -0.334 -0.211
H 5.48381 1.63554 1.01377 0.001 -0.011 -0.093
O 6.83749 -0.81600 -1.34742 -0.045 0.013 0.029
H 6.80489 -0.54486 -0.42037 -0.138 0.119 0.057
H 7.70912 -0.54348 -1.64751 0.013 -0.040 -0.016
```
Forces are in eV/Å.

Löwdin population analysis, charges in e, atoms 1 to 4: -0.059, -0.208, -0.129, -0.007

Entry 3:
A molecular structure, C14H6IrN2O9 at a distorted geometry. Source: OMol25; level of theory: ωB97M-V/def2-TZVPD.

For the HOMO energy (spin up / spin down), the calculation gives -9.14 / -9.14 eV. As for the multiplicity: 2. The calculation puts the gap between HOMO and LUMO (spin up / spin down) at 7.3470 / 4.6788 eV. The energy above the lowest of the compared OMol25 structures with the same formula, charge and spin is 0.0 kJ/mol. The lowest unoccupied orbital energy (spin up / spin down) comes out at -1.792 / -4.460 eV.

XYZ file:
```
32
Properties=species:S:1:pos:R:3:forces:R:3
Ir -0.32240 1.83433 0.67685 -2.865 -0.730 -0.380
O -4.59489 -2.13596 -0.81672 -0.098 -0.118 -0.044
C -3.68187 -1.20216 -0.52316 0.068 0.065 0.128
C -3.17927 -0.31675 -1.48355 0.042 0.082 0.090
C -2.24481 0.60889 -1.07559 -0.032 -0.046 0.141
N -1.86124 0.64276 0.20032 0.324 -0.153 -0.051
C -2.29939 -0.20733 1.13531 0.037 0.099 -0.049
C -3.23084 -1.15925 0.80657 -0.042 0.044 -0.094
C -1.60997 0.00264 2.49208 0.207 0.445 -0.298
O -1.89184 -0.66119 3.45280 -0.205 -0.231 -0.018
O -0.71839 0.96756 2.46840 0.359 0.002 0.857
C -1.50249 1.62825 -1.94624 0.206 0.157 0.447
O -1.74407 1.74116 -3.11933 -0.182 -0.164 -0.126
O -0.61927 2.32728 -1.27526 0.391 0.559 -0.636
H -4.84575 -2.09582 -1.74734 0.008 0.015 0.006
H -3.48867 -0.33997 -2.52021 -0.012 -0.010 -0.022
H -3.59492 -1.85386 1.54974 -0.019 -0.017 -0.013
O 4.40133 -2.85147 -0.80941 1.168 0.347 0.264
C 4.58522 -1.70982 -0.41555 -3.225 -0.936 -0.713
O 5.71937 -1.17231 -0.24592 1.448 0.199 0.164
C 3.36725 -0.83562 -0.17034 0.210 0.581 0.342
C 2.10247 -1.36683 -0.40493 0.665 -0.299 -0.052
C 0.98919 -0.60139 -0.16427 0.068 0.353 0.115
N 1.11553 0.65726 0.28664 1.287 -0.355 -0.078
C 2.34545 1.19734 0.51605 -0.351 -0.666 -0.270
C 3.48965 0.46877 0.29726 0.097 -0.495 -0.171
C 2.34680 2.60138 1.01469 -0.634 1.086 0.398
O 3.36347 3.20367 1.24944 0.420 -0.282 -0.094
O 1.14032 3.07393 1.16073 0.891 0.312 0.134
H 2.01562 -2.38121 -0.76388 -0.070 -0.040 -0.018
H -0.01126 -0.97344 -0.31902 -0.007 0.009 -0.011
H 4.45967 0.90916 0.49385 -0.154 0.190 0.053
```
Forces are in eV/Å.

Löwdin population analysis, charges in e, atoms 1 to 4: 1.541, 0.106, -0.266, 0.089

no.,total energy (eV)
1,-187002.04889
2,-81102.57170
3,-38860.86489